(1)
Below is the ion C2H3N4OS with charge -1 at a distorted geometry, with properties calculated with the ωB97M-V functional and the def2-TZVPD basis.

Results
SMILES   CO[N-]C(=S)[N-][N+]#N
HOMO-LUMO gap   0.2732 Eh
Total charge   -1

XYZ file:
```
11
Properties=species:S:1:pos:R:3:nbo_charge:R:1
C 0.8102 0.7090 -1.6572 -0.242
O -0.4269 0.6865 -0.9929 -0.425
N -0.3086 0.1528 0.3411 -0.344
C -1.2692 -0.6118 0.7460 0.130
S -2.6913 -1.1948 0.1726 -0.404
N -0.9395 -1.0384 2.1283 -0.340
N 0.1871 -0.7478 2.3359 0.264
N 1.2713 -0.4035 2.3844 -0.138
H 0.8830 -0.0445 -2.3785 0.161
H 1.6118 0.7924 -0.8627 0.186
H 0.8721 1.7002 -2.2170 0.151
```


(2)
Below is an isolated molecule of C4H5NO at a distorted geometry, with properties calculated with the ωB97M-V functional and the def2-TZVPD basis.

Results
SMILES   C[C@@H]1O[C@H]1C#N
HOMO-LUMO gap   0.4364 Eh
Total charge   0

XYZ file:
```
11
Properties=species:S:1:pos:R:3:nbo_charge:R:1
C 1.5478 -0.3772 0.0130 -0.643
C 0.2138 0.1637 -0.5054 0.096
O -0.1968 1.4371 -0.1189 -0.444
C -0.8968 0.3012 0.4506 -0.071
C -2.2648 0.0946 0.1092 0.246
N -3.3180 -0.1863 -0.2722 -0.280
H 1.6280 -0.3167 1.1898 0.220
H 1.5958 -1.4320 -0.3502 0.228
H 2.3692 0.2776 -0.4322 0.232
H 0.0192 -0.0408 -1.5594 0.196
H -0.6974 0.0787 1.4756 0.221
```


(3)
Below is a cluster of 2 separate species, C5H10NO2 in total at a distorted geometry, with properties calculated with the ωB97M-V functional and the def2-TZVPD basis.

Results
HOMO-LUMO gap   0.3612 Eh
Total charge   +1

XYZ file:
```
18
Properties=species:S:1:pos:R:3:nbo_charge:R:1
C -2.3914 -0.3742 0.8320 -0.182
C -1.9124 0.5510 -0.0056 -0.362
C -1.0357 1.5997 0.3778 0.486
C 0.9406 -1.0935 -1.2953 -0.734
C 1.3124 -0.4072 -0.0398 0.720
N 2.4773 -0.7856 0.5684 -0.779
O -0.6550 2.3713 -0.5850 -0.556
O 0.6157 0.4883 0.5371 -0.666
H -2.9191 -1.3228 0.6695 0.236
H -2.2824 -0.3598 1.9602 0.207
H -1.9744 0.2461 -0.9972 0.237
H -0.1395 -1.3113 -1.5188 0.259
H 1.5590 -2.0990 -1.4580 0.259
H 1.1497 -0.3302 -2.0564 0.269
H 3.1454 -1.5147 0.4466 0.422
H 0.0396 2.9415 -0.2266 0.519
H 2.9337 -0.2657 1.2820 0.412
H -0.8636 1.6659 1.5090 0.251
```


(4)
Below is a structure of composition C20H31O5PtS at a distorted geometry, with properties calculated with the ωB97M-V functional and the def2-TZVPD basis.

Results
HOMO-LUMO gap (alpha / beta)   0.2853 / 0.1697 Eh
Spin multiplicity   5
Total charge   +1
Expectation value of S²   6.020

XYZ file:
```
58
Properties=species:S:1:pos:R:3:mulliken_spin:R:1
O -0.8061 -0.6842 -2.6591 0.031
C -0.8797 0.6097 -3.3318 0.001
C -0.4802 0.1872 -4.7333 0.001
H -0.1335 1.2878 -2.9312 0.000
H -1.8906 1.0105 -3.2523 0.000
C -0.4270 -1.1678 -4.0033 0.004
H 0.5130 0.5358 -5.0266 0.000
H -1.2572 0.2866 -5.5019 0.000
C 0.9345 -1.8233 -3.9936 -0.001
H 1.7267 -1.1875 -3.5909 0.000
H 1.2004 -2.1248 -5.0133 0.000
H 0.8457 -2.7127 -3.3661 0.000
C -1.4437 -2.1333 -4.5514 0.000
H -2.3865 -1.5900 -4.6856 0.000
H -1.4980 -2.9526 -3.8270 0.000
H -1.1015 -2.4699 -5.5427 0.000
Pt -1.0116 -0.9772 0.8958 0.946
C -2.5853 -1.2236 3.6782 0.252
C -2.2477 0.1580 3.7508 0.275
C -2.3621 0.7410 2.4779 0.259
H -2.0705 0.6943 4.6784 0.004
C -2.8402 -0.2849 1.5282 0.340
C -2.8647 -1.5632 2.3317 0.218
H -3.2435 -2.5168 1.9587 -0.003
H -2.6799 -1.8793 4.5504 0.003
H -2.2908 1.7905 2.2432 0.004
H -3.5378 -0.0422 0.7351 0.024
C 0.3529 -2.5663 3.6768 0.146
C -0.3963 -3.2770 2.7267 0.334
C -0.0567 -2.7758 1.3862 0.245
H -1.0631 -4.1300 2.8967 -0.009
C 0.9204 -1.6577 1.6229 0.238
C 1.1505 -1.5857 3.0409 0.349
H 1.9703 -1.0232 3.4778 0.026
H 0.3879 -2.7411 4.7536 0.007
H -0.1401 -3.3251 0.4473 0.007
H 1.6150 -1.2324 0.9044 0.047
O 2.6869 2.1991 -2.1963 0.000
C 2.3245 1.1509 -1.2668 0.002
C 0.9422 1.4905 -0.7024 0.038
H 3.0351 1.1814 -0.4456 0.001
H 2.4684 0.1573 -1.7288 0.000
C 0.7650 3.0093 -0.9151 0.004
H 0.9459 1.2690 0.3652 -0.025
H 0.1362 0.8761 -1.1344 0.005
C 1.8252 3.3719 -1.9951 0.001
H 0.8792 3.5474 0.0512 0.001
H -0.2314 3.2542 -1.2872 0.000
H 2.4009 4.2554 -1.6285 0.000
H 1.2726 3.6305 -2.8973 0.000
C 2.1422 2.2425 3.6453 0.010
S 0.5308 1.5274 3.4215 -0.019
O 0.3547 0.4635 4.4185 0.043
O -0.3927 2.6509 3.4482 0.016
O 0.6599 0.9384 2.0554 0.172
H 2.2474 2.5114 4.6936 0.001
H 2.1945 3.1120 2.9900 0.000
H 2.8893 1.5071 3.3568 0.001
```


| no. | E_tot (a.u.) |
| --- | --- |
| 1 | -770.3744 |
| 2 | -285.3451 |
| 3 | -401.4302 |
| 4 | -1673.7805 |